[1]
Formula: C2BrI2O2
Source: the OMol25 dataset
Level of theory: ωB97M-V/def2-TZVPD

2S+1 = 1
Relative energy (zero: lowest compared OMol25 entry of this formula, charge and spin) = 63.4 kJ/mol
Strongest force on any atom = 0.1231 hartree/bohr
Frontier orbital gap (alpha / beta) = 0.2462 / 0.2450 Eh
Charge = -1

Element x y z (Å)
C1 1.260 -0.282 0.022
C2 -0.364 0.326 0.032
O1 1.719 -0.269 -1.030
O2 1.630 -0.381 1.148
Br1 -1.203 0.640 1.788
I1 -0.967 1.898 -1.239
I2 -2.076 -1.931 -0.721

Results of the Mulliken charge analysis, in e, for atoms 1 through 5: C 0.79; C -0.50; O -0.49; O -0.57; Br -0.03



[2]
Formula: C34H87F6N3O22V
Source: the OMol25 dataset
Level of theory: ωB97M-V/def2-TZVPD

2S+1 = 3
Strongest force on any atom = 0.0988 hartree/bohr
Frontier orbital gap (alpha / beta) = 0.1686 / 0.1638 Eh
Charge = -1

Element x y z (Å)
O1 2.286 -2.711 5.012
V1 2.918 -3.405 3.678
C1 1.743 -0.718 1.469
O2 0.314 -0.858 1.798
O3 2.380 -1.579 2.440
C2 2.050 -0.862 -0.073
F1 1.305 -1.806 -0.734
F2 1.675 0.297 -0.593
F3 3.374 -0.853 -0.338
C3 -0.252 0.302 2.353
C4 -1.782 -0.057 2.547
H1 -1.902 -0.956 3.151
H2 -2.346 0.703 3.087
H3 -2.223 -0.409 1.615
H4 -0.341 1.187 1.724
H5 0.045 0.642 3.345
H6 1.941 0.337 1.659
C5 0.708 -6.264 -4.132
O4 -0.285 -5.836 -3.204
O5 -0.052 -6.678 -5.177
C6 1.925 -5.221 -4.183
F4 3.131 -5.802 -4.026
F5 1.880 -4.639 -5.374
F6 1.808 -4.238 -3.278
C7 -1.223 -4.690 -3.439
C8 -1.507 -3.868 -2.180
H7 -0.598 -3.516 -1.692
H8 -2.268 -3.108 -2.355
H9 -1.810 -4.499 -1.344
H10 -2.184 -5.114 -3.730
H11 -0.947 -3.997 -4.235
H12 1.145 -7.063 -3.532
C9 -1.875 1.099 -1.420
O6 -2.976 0.203 -1.063
C10 -3.739 -0.356 -2.125
C11 -4.542 -1.464 -1.467
N1 -5.621 -0.808 -0.648
C12 -5.166 -0.628 0.735
C13 -5.228 -1.815 1.721
O7 -6.503 -2.431 1.760
C14 -6.437 -3.830 1.514
H13 -1.653 1.741 -0.568
H14 -2.195 1.879 -2.112
H15 -0.946 0.603 -1.702
H16 -2.948 -0.687 -2.797
H17 -4.329 0.447 -2.567
H18 -4.011 -2.236 -0.910
H19 -5.072 -2.006 -2.250
H20 -6.468 -1.353 -0.724
H21 -5.921 0.101 1.029
H22 -4.424 0.151 0.911
H23 -5.161 -1.393 2.724
H24 -4.278 -2.318 1.541
H25 -6.152 -4.269 2.470
H26 -5.694 -3.954 0.726
H27 -7.394 -4.121 1.080
C15 0.610 4.404 7.991
O8 0.493 3.459 7.017
C16 -0.336 2.370 7.338
C17 -0.838 1.541 6.038
N2 -1.603 2.377 5.113
C18 -2.880 2.951 5.688
C19 -3.789 3.475 4.560
O9 -4.469 2.339 4.008
C20 -5.119 2.722 2.797
H28 1.431 4.992 7.581
H29 0.939 4.135 8.994
H30 -0.296 5.009 8.042
H31 -1.141 2.661 8.013
H32 0.231 1.682 7.966
H33 -1.331 0.619 6.345
H34 0.088 1.368 5.491
H35 -1.874 1.770 4.353
H36 -2.474 3.768 6.285
H37 -3.465 2.313 6.351
H38 -3.226 4.092 3.860
H39 -4.571 4.145 4.916
H40 -4.518 2.503 1.914
H41 -5.528 3.731 2.747
H42 -5.897 1.970 2.668
C21 4.120 -1.138 -4.215
O10 2.916 -0.444 -4.375
C22 1.767 -1.225 -3.952
C23 0.443 -0.498 -4.122
N3 0.230 -0.165 -5.537
C24 -1.055 0.574 -5.678
C25 -1.441 0.795 -7.163
O11 -0.707 1.825 -7.683
C26 -0.557 1.871 -9.075
H43 4.843 -0.495 -4.717
H44 3.976 -2.130 -4.643
H45 4.644 -1.285 -3.271
H46 1.939 -1.751 -3.012
H47 1.780 -2.055 -4.658
H48 0.493 0.480 -3.643
H49 -0.320 -1.100 -3.629
H50 0.932 0.449 -5.924
H51 -0.866 1.547 -5.225
H52 -1.859 0.087 -5.125
H53 -2.501 1.036 -7.251
H54 -1.313 -0.144 -7.701
H55 -1.439 2.216 -9.615
H56 -0.347 0.835 -9.343
H57 0.262 2.586 -9.153
O12 -1.205 -3.241 1.456
H58 -1.034 -2.318 1.646
H59 -1.244 -3.286 0.501
O13 4.963 -2.793 3.183
H60 5.607 -3.228 2.624
H61 5.355 -1.943 3.383
O14 4.048 0.647 4.687
H62 3.680 1.477 4.988
H63 3.760 0.573 3.777
C27 2.518 3.112 -1.832
C28 2.425 3.051 -3.354
O15 1.374 3.856 -3.890
O16 2.663 4.428 -1.416
H64 3.415 2.741 -1.335
H65 1.652 2.744 -1.282
H66 2.231 2.004 -3.589
H67 3.425 3.142 -3.776
H68 1.120 3.695 -4.801
H69 1.751 4.728 -1.407
C29 5.223 2.378 1.338
C30 6.329 1.348 1.612
O17 7.597 2.040 1.593
O18 5.309 3.269 0.230
H70 4.853 2.845 2.251
H71 4.359 1.781 1.047
H72 6.304 0.562 0.857
H73 6.250 0.909 2.606
H74 7.667 2.446 0.726
H75 4.455 3.696 0.124
C31 -1.483 5.494 1.039
C32 -0.937 4.068 0.960
O19 0.393 3.971 1.472
O20 -1.593 5.877 2.403
H76 -2.512 5.454 0.682
H77 -0.977 6.222 0.405
H78 -0.720 3.850 -0.085
H79 -1.699 3.340 1.237
H80 0.404 4.230 2.396
H81 -1.260 6.769 2.528
C33 4.257 -4.908 -0.316
C34 3.093 -4.336 0.441
O21 3.140 -4.581 1.776
O22 4.070 -6.297 -0.542
H82 5.184 -4.747 0.234
H83 4.533 -4.414 -1.247
H84 2.170 -4.798 0.090
H85 2.842 -3.292 0.253
H86 2.882 -5.498 1.901
H87 4.814 -6.615 -1.060

Results of the Mulliken charge analysis, in e, for atoms 1 through 5: O -0.73; V 0.91; C -0.83; O -0.58; O 0.28



[3]
Formula: CH5NO2S
Source: the OMol25 dataset
Level of theory: ωB97M-V/def2-TZVPD

2S+1 = 1
Relative energy (zero: lowest compared OMol25 entry of this formula, charge and spin) = 259.8 kJ/mol
Strongest force on any atom = 0.0323 hartree/bohr
Frontier orbital gap = 0.3793 Eh

Element x y z (Å)
C1 -1.089 0.887 -0.933
N1 -0.701 0.129 -0.016
O1 1.766 0.489 -1.158
O2 1.557 0.811 1.260
S1 1.488 -0.096 0.134
H1 0.208 -2.664 1.494
H2 -0.422 1.012 -1.780
H3 -2.022 1.445 -0.930
H4 -1.269 0.024 0.819
H5 0.483 -2.037 1.110

Results of the Mulliken charge analysis, in e, for atoms 1 through 5: C -0.16; N -0.29; O -0.54; O -0.47; S 0.76



Record order is preserved below.
DFT total energy: -92412.980; -128164.619; -17536.250 eV